{"formula": "C32H39BrCuGeN4O2S", "method": "ωB97M-V/def2-TZVPD", "de_lowest_kj_mol": 240.7, "gap_ev": [7.1, 6.1], "charge": 2, "multiplicity": 2, "homo_energy_ev": [-13.26, -13.26], "s2": 0.7640, "species": ["Cu", "C", "C", "C", "C", "C", "C", "C", "S", "O", "O", "N", "C", "C", "C", "C", "C", "N", "H", "H", "H", "H", "H", "H", "H", "H", "H", "H", "H", "Br", "C", "C", "C", "C", "C", "C", "N", "C", "C", "C", "C", "C", "C", "N", "H", "H", "H", "H", "H", "H", "H", "H", "H", "C", "C", "C", "C", "Ge", "C", "C", "C", "C", "H", "H", "H", "H", "H", "H", "H", "H", "H", "H", "H", "H", "H", "H", "H", "H", "H", "H", "H"], "positions_angstrom": [[-0.10, 0.44, 1.47], [-1.15, 2.01, -7.07], [-1.18, 1.52, -5.66], [-0.12, 0.79, -5.12], [-0.14, 0.35, -3.81], [-1.25, 0.67, -3.03], [-2.32, 1.40, -3.52], [-2.28, 1.82, -4.84], [-1.31, 0.15, -1.36], [-0.87, -1.37, -1.40], [-2.60, 0.27, -0.78], [-0.21, 0.89, -0.50], [0.91, 1.56, -1.00], [0.83, 2.73, -1.75], [1.99, 3.40, -2.08], [3.22, 2.91, -1.64], [3.23, 1.75, -0.91], [2.11, 1.09, -0.60], [-0.48, 1.40, -7.69], [-0.78, 3.04, -7.10], [-2.14, 2.01, -7.51], [0.73, 0.54, -5.75], [0.67, -0.24, -3.40], [-3.17, 1.61, -2.89], [-3.11, 2.39, -5.24], [-0.14, 3.09, -2.05], [1.94, 4.31, -2.66], [4.14, 3.42, -1.87], [4.15, 1.31, -0.54], [-1.31, 7.93, 1.25], [-1.15, 6.12, 1.74], [-1.22, 5.76, 3.08], [-1.08, 4.43, 3.44], [-0.88, 3.45, 2.47], [-0.84, 3.83, 1.13], [-0.97, 5.16, 0.76], [-0.67, 2.08, 2.75], [-0.80, 1.61, 3.93], [-0.49, 0.21, 4.21], [-0.55, -0.27, 5.51], [-0.24, -1.60, 5.75], [0.12, -2.41, 4.68], [0.19, -1.84, 3.42], [-0.11, -0.57, 3.18], [-1.37, 6.51, 3.83], [-1.12, 4.19, 4.49], [-0.73, 3.06, 0.38], [-0.92, 5.45, -0.28], [-1.15, 2.20, 4.77], [-0.82, 0.39, 6.32], [-0.29, -2.01, 6.76], [0.36, -3.45, 4.82], [0.50, -2.43, 2.57], [2.73, -4.73, 0.93], [2.94, -3.90, -0.33], [4.02, -2.81, -0.18], [3.63, -1.68, 0.76], [1.84, -0.91, 0.10], [-1.87, -2.43, -1.24], [-1.84, -2.95, 0.18], [-2.95, -3.97, 0.45], [-2.94, -4.40, 1.91], [1.94, -5.47, 0.76], [2.43, -4.11, 1.78], [3.64, -5.26, 1.20], [1.99, -3.43, -0.62], [3.22, -4.56, -1.15], [4.27, -2.41, -1.17], [4.93, -3.28, 0.20], [4.35, -0.87, 0.77], [3.48, -2.03, 1.78], [1.97, -1.22, -1.43], [-1.58, -3.20, -1.96], [-2.86, -2.05, -1.50], [-1.96, -2.09, 0.86], [-0.87, -3.41, 0.37], [-2.81, -4.84, -0.19], [-3.92, -3.53, 0.20], [-1.98, -4.85, 2.17], [-3.72, -5.15, 2.09], [-3.13, -3.55, 2.57]]}